Version one
A 2-piece molecular cluster, C5H7O2S overall. Source: the OMol25 dataset; level of theory: the ωB97M-V functional and the def2-TZVPD basis.

net charge	-1
HOMO-LUMO gap	7.3	eV

Last column: Löwdin charge in e.
CARTESIAN COORDINATES (ANGSTROEM)
C -1.811 2.446 0.180  -0.104
C -1.446 1.359 -0.465  -0.043
C -0.050 -1.083 -0.087  -0.251
C 0.366 0.138 -0.056  -0.200
C 0.703 -2.363 0.060  -0.096
O 2.670 1.252 -0.802  -0.582
O 2.290 -0.112 1.290  -0.580
S 1.847 1.037 0.433  0.598
H -2.791 2.776 -0.060  0.016
H -1.270 3.030 0.818  0.004
H -1.971 0.809 -1.233  0.026
H -1.063 -1.152 -0.254  0.046
H 1.709 -2.118 0.251  0.043
H 0.586 -2.987 -0.823  0.065
H 0.231 -3.033 0.747  0.057

---

Version two
C5H7O2S as an isolated structure. Source: the OMol25 dataset; level of theory: the ωB97M-V functional and the def2-TZVPD basis.

net charge	-1
HOMO-LUMO gap	6.7	eV

Last column: Löwdin charge in e.
CARTESIAN COORDINATES (ANGSTROEM)
C -0.775 2.647 -0.013  0.041
C -0.441 1.439 0.170  -0.225
C -0.587 -0.871 1.258  -0.155
C -0.487 -0.561 -1.277  -0.078
C -0.333 0.063 0.148  -0.558
O 2.128 -1.546 0.020  -0.547
O 2.734 0.732 -0.744  -0.541
S 2.029 -0.088 0.280  0.734
H -0.375 3.611 -0.154  -0.038
H -0.612 -0.356 2.281  0.098
H -0.031 -1.817 1.347  0.067
H -1.596 -1.187 1.294  0.043
H 0.195 -0.181 -1.900  0.010
H -1.575 -0.323 -1.651  0.113
H -0.275 -1.562 -1.061  0.035

---

Relative energies in hartree: version one 0.0616; version two 0.0000

---

Version one
An isolated ion of composition C3H6IN2 and charge +1. Source: the OMol25 dataset; level of theory: the ωB97M-V functional and the def2-TZVPD basis.

net charge	+1
SMILES	I[C@H]1CNC=[NH+]1
HOMO-LUMO gap (alpha / beta)	7.6 / 7.6	eV

Last column: Löwdin charge in e.
CARTESIAN COORDINATES (ANGSTROEM)
C 1.326 0.039 -0.240  -0.026
C -0.707 -0.632 0.365  -0.121
C -0.789 0.716 -0.341  -0.354
N 0.690 -0.939 0.356  0.114
N 0.523 0.999 -0.590  0.076
I -2.200 0.776 -2.554  0.420
H 2.336 0.207 -0.467  0.167
H -1.017 -0.513 1.407  0.156
H -1.130 -1.441 -0.038  0.092
H -1.477 1.514 0.058  0.106
H 0.916 -1.951 0.442  0.210
H 0.817 1.848 -0.966  0.160

---

Version two
An isolated ion of composition C3H6IN2 and charge +1. Source: the OMol25 dataset; level of theory: the ωB97M-V functional and the def2-TZVPD basis.

net charge	+1
SMILES	NCC=[N+]=CI
HOMO-LUMO gap	8.5	eV

Last column: Löwdin charge in e.
CARTESIAN COORDINATES (ANGSTROEM)
C -0.925 0.473 -0.560  0.044
C 0.284 0.758 0.243  -0.212
C -2.908 -0.852 0.183  -0.646
N -1.904 -0.350 -0.276  0.014
N 1.234 -0.294 -0.034  0.049
I -4.712 0.062 0.010  1.035
H -1.040 0.643 -1.583  0.138
H 0.793 1.693 -0.015  0.137
H 0.132 0.701 1.342  0.149
H -2.956 -1.994 0.217  0.116
H 1.447 -0.508 -1.019  0.113
H 1.022 -1.142 0.399  0.064

---

Relative energies in hartree: version one 0.0000; version two 0.0477

---

Version one
A 2-piece molecular cluster, C6H18N3 overall. Source: the OMol25 dataset; level of theory: the ωB97M-V functional and the def2-TZVPD basis.

net charge	+1
HOMO-LUMO gap	10.9	eV

Last column: Löwdin charge in e.
CARTESIAN COORDINATES (ANGSTROEM)
C -0.222 -1.221 -1.365  -0.467
C -1.244 -0.094 -1.323  -0.111
C -0.879 -2.554 -0.964  -0.075
C 0.350 -1.259 -2.798  -0.080
H 0.609 -1.052 -0.673  0.096
H -1.474 0.379 -0.352  0.058
H -2.244 -0.382 -1.645  0.082
H -0.592 -2.991 -0.006  0.068
H -1.952 -2.409 -0.826  0.069
H -0.796 -3.357 -1.688  0.075
H 0.898 -2.184 -2.957  0.079
H -0.406 -1.117 -3.561  0.081
H 0.959 -0.356 -2.896  0.073
H -0.983 0.791 -1.904  0.069
C 0.888 -0.274 2.510  -0.003
C 0.596 1.995 1.484  -0.477
N 1.212 0.837 1.585  0.054
N -0.534 2.225 2.130  0.221
N 1.121 2.933 0.721  0.219
H 1.979 0.585 0.983  0.154
H -0.829 1.712 2.940  0.122
H -1.193 2.930 1.843  0.139
H 1.884 2.691 0.111  0.136
H 0.470 3.626 0.381  0.138
H 1.344 -0.055 3.477  0.100
H 1.208 -1.191 2.038  0.096
H -0.171 -0.210 2.756  0.082

---

Version two
A 2-piece molecular cluster, C6H18N3 overall. Source: the OMol25 dataset; level of theory: the ωB97M-V functional and the def2-TZVPD basis.

net charge	+1
HOMO-LUMO gap	11.6	eV

Last column: Löwdin charge in e.
CARTESIAN COORDINATES (ANGSTROEM)
C 1.153 0.109 1.810  -0.319
C -0.052 0.018 2.762  -0.104
C 2.272 -0.903 2.077  -0.102
H 0.794 -0.003 0.801  0.038
H 1.564 1.120 1.876  0.095
H -0.881 -0.520 2.300  0.067
H 3.033 -0.474 2.725  0.076
H 1.905 -1.805 2.558  0.074
H -0.382 0.982 3.075  0.052
H 0.197 -0.536 3.662  0.074
H 2.792 -1.135 1.148  0.066
C -0.075 -0.578 -2.186  -0.190
C -0.609 -1.913 -2.676  -0.074
C -1.064 1.300 -0.935  -0.453
N -1.236 0.171 -1.604  0.091
N 0.099 1.933 -0.857  0.230
N -2.149 1.885 -0.397  0.200
H 0.569 -0.758 -1.331  0.110
H 0.302 -0.009 -3.033  0.129
H -1.355 -1.766 -3.464  0.087
H -1.053 -2.527 -1.905  0.084
H -2.137 -0.056 -1.995  0.160
H 0.867 1.481 -1.327  0.120
H 0.282 2.550 -0.084  0.137
H -2.963 1.333 -0.166  0.131
H -2.057 2.599 0.310  0.128
H 0.185 -2.498 -3.142  0.091

---

Relative energies in hartree: version one 0.0153; version two 0.0000

---

Version one
C2H9NOSi as an isolated structure. Source: the OMol25 dataset; level of theory: the ωB97M-V functional and the def2-TZVPD basis.

HOMO-LUMO gap	9.0	eV

Last column: Löwdin charge in e.
CARTESIAN COORDINATES (ANGSTROEM)
C -1.277 -0.155 0.972  -0.221
C -1.266 -0.251 -1.331  -0.109
N -0.928 -0.834 -0.272  -0.131
O 1.366 -1.013 -0.893  -0.456
Si 2.415 -0.153 -0.196  0.560
H -0.513 -0.105 1.742  0.046
H -1.695 0.819 0.675  0.060
H -1.966 -0.933 1.426  0.103
H -1.196 -0.828 -2.236  0.063
H -1.729 0.760 -1.468  0.085
H 0.121 1.382 0.512  0.111
H 0.701 0.856 0.613  -0.002
H 2.805 -0.541 1.257  -0.042
H 3.162 0.997 -0.801  -0.067

---

Version two
A 2-piece molecular cluster, C2H9NOSi overall. Source: the OMol25 dataset; level of theory: the ωB97M-V functional and the def2-TZVPD basis.

HOMO-LUMO gap (alpha / beta)	8.5 / 9.3	eV

Last column: Löwdin charge in e.
CARTESIAN COORDINATES (ANGSTROEM)
C 1.466 0.117 -1.266  -0.175
C -0.276 1.954 0.463  0.083
N 0.933 -0.165 -0.010  -0.076
O 0.043 -1.214 0.040  -0.375
Si -1.245 -1.741 0.840  0.533
H 2.022 1.031 -1.266  0.068
H 2.296 -0.577 -1.404  0.087
H 0.861 0.180 -2.185  0.094
H -0.034 2.318 -0.492  -0.026
H -1.208 1.444 0.692  -0.012
H 0.266 2.362 1.343  0.019
H -1.230 -1.163 2.226  -0.053
H -2.481 -1.360 0.248  -0.095
H -1.413 -3.187 0.770  -0.075

---

Relative energies in hartree: version one 0.0000; version two 0.0437